# 1
A single C6H13NO5 molecule in a non-equilibrium geometry. Source: the Open Molecules 2025 dataset; level of theory: ωB97M-V/def2-TZVPD.

Summary:
Max |F|: 2.6 eV/Å
2S+1: 1
Relative energy (zero: lowest compared OMol25 entry of this formula, charge and spin): 5.3 kcal/mol
Calculated total energy: -18159.7444 eV

The geometry in XYZ format:
```
25
Properties=species:S:1:pos:R:3:lowdin_charge:R:1
C 0.60305 0.80037 0.99333 -0.264
C -0.68825 -1.14533 0.61830 -0.284
H -0.72383 -2.24662 0.50225 0.160
H -2.27024 -1.02211 -1.84963 0.096
N -2.06201 -0.34778 -1.12482 0.060
O -1.78666 -0.71587 1.40529 -0.033
C -0.66512 -0.50173 -0.75738 -0.213
H 1.60781 1.18589 1.12393 0.164
H 2.23033 -0.75921 -0.69372 0.086
H -0.16310 -1.08079 -1.51257 0.146
C 0.15276 0.82748 -0.48039 -0.389
H 0.40571 -0.74970 2.40825 0.167
H 2.07823 1.61061 -0.95100 0.126
H -0.93676 2.40627 -0.01891 0.120
O 2.02741 -0.36552 -1.58649 -0.054
O -0.30100 1.45882 1.78905 0.014
C 0.58371 -0.70571 1.33467 -0.283
H -2.44236 -0.44132 0.69865 0.110
C 1.41129 0.84793 -1.33912 -0.215
O 1.73991 -1.34710 0.96035 0.024
O -0.57583 1.96892 -0.81505 0.020
H 1.73863 -2.21990 1.35894 0.126
H -2.13926 0.58344 -1.54766 0.096
H 1.17701 1.18284 -2.37099 0.144
H -1.00141 0.77610 1.85471 0.079
```



# 2
A single C7H7NO2S2 molecule in a non-equilibrium geometry. Source: the Open Molecules 2025 dataset; level of theory: ωB97M-V/def2-TZVPD.

Summary:
Max |F|: 3.9 eV/Å
2S+1: 1
Relative energy (zero: lowest compared OMol25 entry of this formula, charge and spin): 40.9 kcal/mol
Calculated total energy: -34625.3347 eV

The geometry in XYZ format:
```
19
Properties=species:S:1:pos:R:3:lowdin_charge:R:1
C -2.95944 -1.38450 -0.81866 -0.363
C 2.47960 0.75694 0.76471 -0.088
C -1.05682 -0.22752 -0.15407 -0.258
O 1.59487 -0.41921 -2.27167 -0.296
H -3.21956 0.36495 0.47058 0.148
H 2.95075 0.32109 1.77154 0.138
S 1.25556 -1.07645 -1.01464 0.665
C -0.50678 -1.28793 -0.89024 -0.590
H -4.01511 -1.74703 -1.03427 0.098
H 0.43506 2.47350 1.48358 0.047
N 1.30808 0.02077 0.32355 -0.207
H -1.25166 2.17955 1.19512 0.044
O 1.98050 -2.20886 -0.63058 -0.269
H 3.29729 0.62160 0.07106 0.078
H 2.24004 1.77481 0.72931 0.048
C -0.10751 0.65293 0.51542 -0.210
C -2.48691 -0.33542 -0.08728 -0.128
C -0.29346 1.79294 1.16226 0.090
S -1.64448 -2.27217 -1.58573 1.055
```



# 3
A molecular structure, C2H3BeO2 in a non-equilibrium geometry. Source: the Open Molecules 2025 dataset; level of theory: ωB97M-V/def2-TZVPD.

Summary:
Max |F|: 2.9 eV/Å
2S+1: 1
Relative energy (zero: lowest compared OMol25 entry of this formula, charge and spin): 40.3 kcal/mol
Charge: +1
Calculated total energy: -6606.8382 eV

The geometry in XYZ format:
```
8
Properties=species:S:1:pos:R:3:lowdin_charge:R:1
O -1.78747 1.21117 1.52844 0.083
H 0.06526 0.96106 0.62462 0.066
C 1.05677 -0.43865 -0.73909 -0.060
H -0.90311 -0.53744 0.84413 0.091
O 0.02868 -0.57819 -1.46032 0.008
H 0.98862 -0.77085 0.32183 0.087
C -0.84783 0.55272 1.17688 -0.140
Be 1.39908 -0.39982 -2.29650 0.864
```



Result set for Kohn-Sham gap: 10.30 9.03 5.89 eV, one per record in the order listed.
Result set for HOMO: -9.7521 -8.9673 -13.9973 eV, one per record in the order listed.